Record 1
C43H39N9O4S4Zr | ωB97M-V with the def2-TZVPD basis set

XYZ file:
```
100
Properties=species:S:1:pos:R:3:forces:R:3:lowdin_charge:R:1
Zr 0.7269 0.7996 -0.3382 0.4 0.5 0.5 1.71
O -5.1525 3.2882 2.9954 0.0 0.0 0.0 -0.04
C -4.2577 4.2092 2.4167 0.0 0.0 0.0 -0.19
C -3.1237 3.4548 1.7845 0.0 0.0 0.0 -0.14
C -2.0499 4.1245 1.2171 0.0 0.0 0.0 0.03
C -1.0401 3.3952 0.6281 0.0 0.0 0.0 -0.07
N -1.0379 2.0547 0.5795 0.0 0.0 0.0 0.00
C -2.0592 1.3956 1.1617 0.0 0.0 -0.1 -0.17
C -3.1119 2.0678 1.7560 -0.1 0.0 0.0 0.08
C -1.9752 -0.0868 1.1904 0.1 0.0 -0.1 -0.17
C -2.9398 -0.8676 1.7991 0.0 0.0 0.0 0.08
C -2.7479 -2.2374 1.9199 0.0 0.0 0.0 -0.14
C -3.7727 -3.0881 2.6330 0.0 0.0 0.0 -0.19
O -5.0377 -2.4742 2.7102 0.0 0.0 0.0 -0.04
C -1.5769 -2.7806 1.4150 0.0 0.0 0.0 0.02
C -0.6747 -1.9502 0.7811 0.0 0.0 0.0 -0.13
N -0.8691 -0.6329 0.6522 0.0 0.0 -0.1 0.00
H -5.9087 3.7591 3.3589 0.0 0.0 0.0 0.11
H -3.8460 4.8991 3.1615 0.0 0.0 0.0 0.14
H -4.7420 4.8141 1.6415 0.0 0.0 0.0 0.14
H -1.9918 5.2052 1.2255 0.0 0.0 0.0 0.14
H -0.2018 3.8964 0.1671 0.0 0.0 0.0 0.11
H -3.9301 1.5401 2.2185 0.0 0.0 0.0 0.12
H -3.8436 -0.4403 2.2052 0.0 0.0 0.0 0.12
H -3.4346 -3.2300 3.6622 0.0 0.0 0.0 0.14
H -3.8174 -4.0792 2.1738 0.0 0.0 0.0 0.13
H -5.5336 -2.6466 1.9034 0.0 0.0 0.0 0.10
H -1.3671 -3.8400 1.4895 0.0 0.0 0.0 0.13
H 0.2282 -2.3492 0.3352 0.0 0.0 0.0 0.08
O 1.9887 -0.7881 0.4551 -0.2 0.1 -0.2 -0.34
N 2.0682 -1.0469 1.7262 0.1 0.0 0.0 0.06
N 1.4886 -0.1821 2.4330 -0.2 0.0 -0.1 -0.18
O 0.8733 0.8347 1.8997 -0.1 -0.1 0.0 -0.28
C 1.4383 -0.3400 3.8662 0.1 0.1 0.2 -0.17
C 0.6824 0.5638 4.5928 0.0 0.1 -0.1 -0.01
C 0.6231 0.4274 5.9720 0.0 0.0 0.0 -0.05
C 1.3131 -0.5959 6.6043 0.0 0.0 0.0 -0.06
C 2.0699 -1.4911 5.8562 0.0 0.0 0.0 -0.06
C 2.1402 -1.3696 4.4802 0.0 0.0 -0.1 -0.02
H 0.1578 1.3586 4.0832 0.0 0.0 0.0 0.12
H 0.0363 1.1268 6.5516 0.0 0.0 0.0 0.11
H 1.2641 -0.6963 7.6800 0.0 0.0 0.0 0.12
H 2.6094 -2.2889 6.3478 0.0 0.0 0.0 0.12
H 2.7226 -2.0604 3.8875 0.0 0.0 0.0 0.11
S -3.0239 1.8122 -3.0877 0.0 0.0 0.1 1.19
C -3.2695 0.1438 -2.6920 0.1 0.1 0.0 -0.45
C -4.4141 -0.6174 -2.8983 0.0 0.0 0.0 -0.07
C -4.3697 -1.9573 -2.5692 0.0 0.0 0.0 -0.06
C -3.1847 -2.5203 -2.0875 0.0 0.0 0.0 -0.06
C -2.0491 -1.7579 -1.9005 0.0 0.0 0.1 -0.05
C -2.0953 -0.3910 -2.1561 -0.1 0.0 0.0 -0.28
N -1.0574 0.5466 -1.9881 0.1 -0.2 -0.1 0.00
C -1.4118 1.7098 -2.4942 -0.1 0.1 0.0 -0.54
C -0.5013 2.8380 -2.5486 0.1 -0.1 0.1 -0.30
C -0.7849 3.9241 -3.3794 -0.1 0.0 0.0 -0.05
C 0.1230 4.9574 -3.4842 0.0 0.0 0.0 -0.06
C 1.3101 4.8705 -2.7702 0.0 0.0 0.0 -0.06
C 1.5679 3.7838 -1.9409 0.0 0.1 0.0 -0.17
C 0.6671 2.7250 -1.7712 0.0 -0.1 0.0 -0.25
H -5.3078 -0.1705 -3.3129 0.0 0.0 0.0 0.12
H -5.2461 -2.5747 -2.7133 0.0 0.0 0.0 0.11
H -3.1462 -3.5781 -1.8585 0.0 0.0 0.0 0.10
H -1.1284 -2.2172 -1.5872 0.1 0.0 0.0 0.02
H -1.7004 3.9472 -3.9599 0.0 0.0 0.0 0.09
H -0.0769 5.8046 -4.1261 0.0 0.0 0.0 0.11
H 2.0483 5.6579 -2.8604 0.0 0.0 0.0 0.11
H 2.5152 3.7839 -1.4231 0.0 0.0 0.0 0.02
C 4.6859 1.5393 2.9829 0.0 0.0 0.0 0.00
N 4.7263 0.8420 1.7046 0.0 0.0 0.0 -0.10
C 5.5381 -0.2369 1.3974 0.0 0.0 0.1 -0.01
C 5.2816 -0.5873 0.1269 -0.1 0.0 -0.1 -0.01
N 4.3128 0.2920 -0.3441 0.0 -0.1 0.0 -0.01
C 3.9647 1.1612 0.6420 0.2 -0.1 0.0 -0.67
S 2.8344 2.4096 0.5408 -0.1 0.1 -0.1 0.80
C 3.8332 0.3094 -1.6771 -0.1 0.0 0.0 -0.25
C 4.7649 0.1632 -2.6894 0.1 0.0 0.0 0.03
C 4.3410 0.2010 -4.0045 0.0 0.0 0.0 -0.01
C 2.9960 0.3906 -4.2606 0.0 0.0 0.0 -0.03
C 2.1366 0.5256 -3.1930 0.0 0.0 0.0 -0.18
N 2.5264 0.4863 -1.9054 0.0 -0.1 -0.2 -0.01
H 5.0429 0.8675 3.7590 0.0 0.0 0.0 0.10
H 3.6606 1.8364 3.1926 0.0 0.0 0.0 0.07
H 5.3110 2.4300 2.9546 0.0 0.0 0.0 0.11
H 6.2182 -0.6624 2.1136 0.0 0.0 0.0 0.14
H 5.6653 -1.3918 -0.4736 0.0 0.0 0.0 0.14
H 5.8113 0.0635 -2.4392 0.0 0.0 0.0 0.13
H 5.0547 0.1023 -4.8112 0.0 0.0 0.0 0.13
H 2.6111 0.4337 -5.2689 0.0 0.0 0.0 0.12
H 1.0805 0.6700 -3.3627 0.0 0.0 0.0 0.10
S 1.4836 -2.4699 -2.3916 -0.2 0.0 0.1 0.67
C 0.6175 -3.7783 -2.9393 0.3 -0.2 0.0 -1.14
N 0.4878 -4.1438 -4.2123 -0.1 0.0 -0.1 -0.05
C -0.0327 -5.4798 -4.4862 0.0 0.0 0.0 -0.20
C -0.9262 -5.8093 -3.2982 0.0 0.0 0.1 -0.40
S -0.1468 -4.9522 -1.8919 0.0 0.1 0.0 0.94
H 0.9731 -3.6129 -4.9196 0.0 0.0 0.0 0.14
H 0.7913 -6.1921 -4.5667 0.0 0.0 0.0 0.13
H -0.5929 -5.4822 -5.4189 0.0 0.0 0.0 0.13
H -0.9700 -6.8759 -3.0969 0.0 0.0 0.0 0.09
H -1.9339 -5.4215 -3.4333 0.0 0.0 0.0 0.07
```
Positions in Å, forces in eV/Å.

## Properties
**Net charge**: +2
**LUMO level**: -5.051 eV
**Energy**: -4095.24733 Eh
**HOMO**: -12.685 eV



Record 2
C47H50Cl3N6O7SiSr | ωB97M-V with the def2-TZVPD basis set

XYZ file:
```
115
Properties=species:S:1:pos:R:3:forces:R:3:lowdin_charge:R:1
Sr -14.1157 5.4481 22.4820 0.1 -0.5 0.5 1.38
C -13.6310 5.2007 26.4759 0.4 -0.5 1.6 -0.21
C -12.3224 4.8158 25.8004 0.6 0.5 -0.3 -0.17
O -12.5443 3.8993 24.7626 0.3 0.3 -1.2 -0.18
C -12.9918 2.6028 25.0421 0.3 -0.5 0.6 -0.18
C -13.4765 2.0028 23.7519 0.3 -0.1 -0.8 -0.19
O -14.5780 2.7799 23.3235 -0.6 0.0 0.1 -0.25
C -15.8413 2.1585 23.6294 1.0 -0.4 -0.3 -0.18
C -16.9245 3.1766 23.4006 -0.4 -0.1 0.0 -0.17
O -16.7460 4.4556 24.0071 0.5 -0.3 -0.1 -0.14
C -16.7497 4.4629 25.4258 -0.3 -0.2 -0.7 -0.17
C -15.9118 5.6151 25.8584 0.4 0.3 1.1 -0.17
O -14.5729 5.3912 25.4859 -0.3 0.1 -1.2 -0.19
H -13.9364 4.3587 27.1738 0.1 0.8 -0.5 0.14
H -13.4918 6.1191 27.0897 0.0 -0.4 -0.2 0.14
H -11.8314 5.7068 25.3341 -0.7 -0.7 0.2 0.13
H -11.5751 4.4090 26.4901 -0.2 0.0 0.4 0.13
H -12.1776 2.0019 25.4918 -0.2 0.1 -0.1 0.14
H -13.8431 2.6154 25.7202 -0.1 0.0 0.4 0.12
H -12.6907 2.0380 22.9770 -0.3 0.1 0.2 0.10
H -13.7926 0.9535 23.8093 0.3 0.1 0.4 0.14
H -15.9646 1.3303 22.9078 -0.3 0.3 0.1 0.10
H -15.8121 1.6567 24.6216 0.0 0.7 -0.1 0.13
H -16.9747 3.3524 22.3323 0.1 0.2 0.0 0.09
H -17.8728 2.7375 23.7085 -0.3 -0.1 0.1 0.14
H -17.7807 4.5660 25.7760 -0.1 -0.1 0.2 0.14
H -16.3137 3.5396 25.8033 0.0 -0.2 0.2 0.12
H -16.2489 6.5420 25.4072 -0.1 0.2 -0.2 0.12
H -15.9695 5.7509 26.9489 -0.1 -0.1 -0.1 0.14
C -18.3851 6.1808 14.0869 1.7 -0.1 0.1 -0.11
O -19.3665 5.5456 14.8527 -0.3 0.2 -0.1 -0.08
C -19.9247 6.2030 15.9137 -0.1 -0.6 0.2 -0.29
C -21.0859 5.6363 16.4191 -0.3 0.6 0.6 0.01
C -21.6032 6.1138 17.6449 -0.2 -1.3 -0.9 -0.05
C -20.9531 7.0535 18.3912 0.4 1.2 0.1 -0.29
C -19.8769 7.7148 17.7738 -0.1 0.3 1.2 -0.03
C -19.3644 7.2856 16.5812 1.6 0.4 -0.8 -0.02
N -21.5121 7.5251 19.6644 -0.4 0.3 -1.0 0.06
N -20.8101 7.5889 20.6807 0.5 -0.5 -0.3 0.06
C -19.5617 6.9008 20.6546 1.3 0.1 0.8 -0.27
C -19.4544 5.5650 20.3410 -0.2 -1.3 0.2 -0.03
C -18.2496 4.8385 20.5365 -0.2 0.0 -0.3 0.00
C -17.0341 5.4373 20.9084 0.1 -0.4 0.1 -0.40
O -15.9032 4.8178 21.0245 -1.1 0.4 -0.3 -0.31
C -17.1387 6.8356 21.2461 -0.6 0.7 0.0 -0.15
N -15.9939 7.4578 21.6248 0.3 -1.0 0.0 0.08
C -16.0289 8.6968 21.9918 -0.6 1.1 0.3 -0.16
C -17.2225 9.4715 22.0428 0.9 -0.2 -0.1 -0.05
C -18.3794 8.8993 21.5800 0.3 0.2 0.5 -0.02
C -18.3833 7.5369 21.1939 -0.1 -0.1 -0.6 -0.09
H -18.0466 5.4857 13.3274 -0.3 -0.3 -0.1 0.09
H -17.4447 6.4337 14.6301 -0.7 -0.1 0.1 0.10
H -18.7005 7.0671 13.5676 -0.6 0.6 0.0 0.08
H -21.5598 4.8365 15.8539 0.0 0.1 0.3 0.12
H -22.4931 5.6636 18.0561 -0.2 -0.1 0.0 0.11
H -19.3747 8.5546 18.2587 -0.2 -0.3 0.1 0.12
H -18.4072 7.7568 16.2470 -1.1 -0.5 0.1 0.12
H -20.3653 4.9888 20.0248 1.0 0.7 0.3 0.13
H -18.2093 3.7593 20.4012 -0.2 0.2 -0.3 0.10
H -15.0934 9.1597 22.2692 0.2 0.0 0.1 0.09
H -17.0817 10.4850 22.4350 -0.6 -0.3 -0.3 0.10
H -19.2951 9.4705 21.5450 -0.2 0.0 0.0 0.10
C -6.7645 5.0175 21.0115 0.0 -0.6 0.0 -0.04
C -6.9918 6.5032 20.9660 -0.4 0.7 0.3 -0.20
C -6.0390 7.4613 20.6268 0.2 -1.3 -0.3 -0.04
C -6.3390 8.8202 20.4750 1.8 -1.5 -0.1 -0.11
C -7.6043 9.2277 20.6471 -2.2 0.6 0.1 -0.11
C -8.6108 8.3368 21.0184 1.4 -0.4 0.0 -0.03
C -8.2905 6.9979 21.2304 -1.1 -0.4 0.3 -0.17
N -9.2929 6.0703 21.6196 1.8 -0.7 -0.3 0.14
C -10.5054 6.2421 22.2377 -1.8 0.0 -0.4 -0.35
N -10.5951 7.4151 22.9356 -0.6 -0.7 0.1 0.12
C -11.6365 8.0099 23.7332 0.3 0.5 -0.2 -0.25
C -12.9559 7.5662 23.6767 0.1 -0.1 0.1 -0.17
C -13.8117 8.2883 24.5172 0.2 0.7 0.4 -0.20
C -13.4550 9.4177 25.2752 0.1 -0.8 -0.6 -0.11
C -12.1242 9.8189 25.2536 -0.1 0.6 -0.1 -0.10
C -11.1966 9.1332 24.4825 0.7 -0.5 -0.1 -0.22
C -9.7314 9.6027 24.4788 -0.6 0.3 -0.1 -0.05
N -11.4626 5.3587 22.0486 0.3 0.8 0.8 0.05
C -11.0752 4.1769 21.3590 1.3 0.0 1.2 -0.30
C -10.4162 3.1665 22.1105 -0.6 0.1 -0.3 -0.05
C -9.8933 2.0619 21.4642 0.1 0.1 -1.5 -0.10
C -9.9201 2.0301 20.0462 -0.3 0.0 1.0 -0.12
C -10.5731 3.0278 19.3487 0.6 -0.3 0.7 -0.09
C -11.1580 4.1123 19.9863 0.0 0.1 -0.4 -0.29
C -11.8271 5.2148 19.2381 -1.0 0.3 -0.5 -0.05
H -5.7963 4.6681 20.6645 0.2 0.5 -0.3 0.08
H -7.5101 4.5020 20.3889 0.1 0.1 0.0 0.08
H -6.8313 4.5410 21.9958 -0.3 0.4 0.2 0.09
H -5.0571 7.0320 20.3830 -0.2 0.6 0.2 0.11
H -5.5472 9.4659 20.1703 0.3 0.5 -0.1 0.09
H -7.9234 10.2389 20.4314 0.2 0.2 0.1 0.11
H -9.5954 8.6891 21.1694 -0.8 0.2 0.0 0.10
H -9.0390 5.0879 21.4855 -0.3 0.6 0.0 0.11
H -9.6904 7.7887 23.1222 0.3 0.2 0.0 0.08
H -14.8492 7.9983 24.5803 -0.4 -0.1 -0.1 0.05
H -14.2221 9.9704 25.7997 0.1 0.1 0.2 0.09
H -11.8221 10.7486 25.7522 0.0 -0.4 0.0 0.10
H -9.5956 10.3244 25.3019 0.2 -0.3 -0.4 0.08
H -9.4196 10.0533 23.5316 -0.4 0.4 0.0 0.07
H -8.9902 8.8135 24.5550 0.0 -0.4 0.6 0.06
H -10.3956 3.2594 23.1960 0.0 0.0 -0.2 0.11
H -9.4806 1.2077 21.9747 0.2 0.0 0.3 0.09
H -9.5142 1.2010 19.4714 0.0 0.0 0.3 0.10
H -10.5462 2.9293 18.2964 -0.4 0.2 -1.0 0.10
H -11.7770 5.0685 18.1552 -0.1 -0.2 0.2 0.08
H -11.3955 6.1982 19.4235 0.1 0.0 0.3 0.07
H -12.9170 5.2613 19.5064 0.8 0.0 -0.3 0.08
O -14.0997 8.8348 17.5235 -0.7 -0.4 -0.9 0.01
C -14.7747 8.4928 16.6798 0.7 0.3 0.9 -0.01
Cl -13.7924 2.2838 17.7464 0.0 0.0 0.3 -0.06
Si -13.9898 2.1399 19.9682 0.4 -0.1 -0.2 -0.32
Cl -15.9030 1.1460 20.0178 -0.3 -0.1 0.1 0.02
Cl -12.7754 0.2513 20.2773 -0.2 0.2 0.0 -0.05
```
Positions in Å, forces in eV/Å.

## Properties
**Net charge**: -1
**LUMO level**: 2.044 eV
**Energy**: -4377.16958 Eh
**HOMO**: -4.418 eV



Record 3
C16H48O8S8 | ωB97M-V with the def2-TZVPD basis set

XYZ file:
```
80
Properties=species:S:1:pos:R:3:forces:R:3:lowdin_charge:R:1
C 0.0559 0.8376 -0.7127 0.2 -0.3 0.8 -0.24
S 1.2105 -0.1805 -1.6922 -0.2 -1.3 -0.8 0.87
O 1.7179 -1.4221 -0.9515 -0.7 1.4 0.1 -0.60
C -0.0324 -0.9302 -2.8425 0.2 0.1 0.1 -0.23
H -0.5275 0.2590 0.0035 -0.2 -0.3 -0.3 0.01
H -0.6135 1.4180 -1.3476 0.1 -0.2 -0.2 0.05
H 0.6175 1.5378 -0.0944 0.4 0.1 -0.2 0.03
H -0.6093 -1.6513 -2.2634 -0.4 0.5 0.1 0.03
H 0.4000 -1.5388 -3.6366 0.8 0.2 0.2 0.04
H -0.6196 -0.1772 -3.3682 -0.2 0.1 0.4 0.05
C -2.6823 -1.8267 3.4746 1.4 1.0 -0.4 -0.24
S -2.3096 -1.7006 1.7004 -0.6 0.3 -2.0 0.84
O -2.3784 -0.2502 1.1706 0.3 -2.0 1.3 -0.58
C -0.5129 -2.1560 1.6761 -0.7 1.1 0.1 -0.24
H -2.3681 -2.8244 3.7811 -0.4 0.0 0.0 0.05
H -3.7208 -1.5648 3.6773 0.1 -0.2 -0.2 0.06
H -2.0123 -1.0920 3.9211 -0.2 0.1 0.5 0.04
H -0.2951 -2.9580 2.3815 0.1 0.3 0.1 0.06
H -0.0773 -1.1743 1.8618 0.5 -0.2 0.8 0.04
H -0.1437 -2.3742 0.6741 -0.6 -0.3 0.0 0.01
C 3.3171 -2.4665 2.4039 0.6 0.3 -0.3 -0.26
S 4.5044 -1.1623 2.9095 -2.4 -0.3 1.9 0.85
O 4.1475 -0.9665 4.3891 1.0 0.2 -1.7 -0.59
C 3.6501 0.1773 1.9807 0.0 -0.5 1.0 -0.25
H 2.3267 -2.3320 2.8388 0.2 0.5 0.2 0.04
H 3.7019 -3.4258 2.7499 0.1 0.0 -0.3 0.05
H 3.2585 -2.3471 1.3220 -0.1 -0.6 -0.1 0.03
H 2.6681 0.3469 2.4224 0.0 -0.2 0.2 0.05
H 3.4856 -0.1359 0.9497 0.6 0.5 -0.2 0.04
H 4.2601 1.0435 2.2367 0.0 0.2 -0.8 0.03
C 4.1699 4.4381 1.2203 -0.5 0.5 0.2 -0.25
S 2.4486 4.8174 1.8050 0.0 -2.3 0.0 0.87
O 1.5831 3.6651 1.2524 1.2 1.7 0.9 -0.61
C 2.6852 4.5371 3.6736 -0.5 -0.2 -1.5 -0.22
H 4.2886 4.9009 0.2406 -0.2 0.0 0.0 0.04
H 4.3446 3.3682 1.1068 -0.2 0.0 0.4 0.04
H 4.8690 4.9169 1.9060 0.1 -0.2 0.0 0.04
H 3.4348 5.2426 4.0319 -0.2 0.0 0.0 0.04
H 2.9370 3.5041 3.9139 0.2 0.0 -0.3 0.05
H 1.6785 4.7146 4.0519 0.2 0.3 0.2 0.03
C -2.9922 4.2265 -1.6479 -0.3 0.8 0.7 -0.25
S -3.9492 3.8932 -0.1120 1.1 0.9 1.6 0.86
O -2.9538 3.9767 1.0532 -1.1 -0.3 -1.7 -0.58
C -4.9316 5.4447 0.0094 0.2 -0.2 -0.7 -0.25
H -2.5456 5.2187 -1.5829 0.3 -0.1 0.3 0.05
H -3.6223 4.2842 -2.5354 -0.1 -0.7 0.1 0.05
H -2.2355 3.4420 -1.6459 -0.1 0.1 -0.3 0.03
H -5.8194 5.2456 0.6096 0.0 -0.1 -0.3 0.04
H -5.1484 5.7204 -1.0226 -0.6 0.0 0.0 0.04
H -4.4156 6.3020 0.4416 0.5 -0.4 0.2 0.06
C 1.0253 -2.2800 -7.2381 0.3 -1.7 0.5 -0.24
S 1.9927 -3.8489 -7.4457 0.1 0.0 1.0 0.81
O 3.3823 -3.5607 -6.9977 0.0 0.1 -0.2 -0.58
C 1.2010 -4.7976 -6.0664 -0.8 0.8 -0.9 -0.26
H 0.0611 -2.5335 -7.6788 0.0 0.6 -0.3 0.04
H 1.6128 -1.4830 -7.6939 -0.4 -0.1 0.0 0.05
H 0.8965 -2.2088 -6.1581 0.1 0.6 -0.1 0.03
H 1.4129 -5.8584 -6.1999 0.2 0.2 0.2 0.04
H 0.1355 -4.6207 -6.2130 -0.2 -0.3 -0.1 0.03
H 1.3826 -4.3971 -5.0690 0.6 0.0 -0.2 0.05
C 0.0361 -4.3205 -1.1608 -0.1 -1.5 -1.2 -0.24
S -1.5466 -4.6759 -2.0750 -1.4 1.4 -1.3 0.82
O -1.3801 -4.3759 -3.5774 0.5 -0.6 2.0 -0.59
C -1.9068 -6.4800 -1.8969 0.2 0.7 0.0 -0.25
H -0.0929 -4.5367 -0.1003 0.0 -0.4 -0.2 0.05
H 0.4612 -3.3223 -1.2660 -0.7 0.3 -0.3 0.00
H 0.7095 -4.9765 -1.7125 0.5 -0.2 0.7 0.05
H -1.1457 -7.1047 -2.3644 0.1 -0.1 0.6 0.05
H -2.8571 -6.7027 -2.3821 0.1 0.6 -0.6 0.05
H -2.1934 -6.6221 -0.8549 0.9 -0.3 0.2 0.04
C -2.5704 3.7399 4.1798 -0.3 -0.1 -0.1 -0.28
S -1.2014 2.5784 4.4022 -0.6 -0.5 0.4 0.83
O -1.8067 1.4338 5.2325 0.8 1.0 -1.6 -0.59
C -0.8995 2.1399 2.6300 -0.2 -0.5 0.6 -0.27
H -3.0524 3.8111 5.1548 0.3 0.2 0.1 0.04
H -3.3307 3.4058 3.4738 0.3 -0.3 -0.1 0.04
H -2.2011 4.7038 3.8297 0.1 0.0 0.1 0.05
H -0.5126 2.9669 2.0347 -0.3 0.4 0.4 0.02
H -1.7761 1.6837 2.1700 0.0 0.1 0.1 0.02
H -0.0807 1.4210 2.6580 0.0 -0.2 0.1 0.03
```
Positions in Å, forces in eV/Å.

## Properties
**LUMO level**: 0.341 eV
**Energy**: -4425.48819 Eh
**HOMO**: -8.177 eV